{
  "formula": "C7H5INO5S",
  "method": "wB97M-V/def2-TZVPD",
  "species": ["C", "C", "C", "C", "C", "C", "C", "N", "O", "O", "O", "O", "O", "S", "I", "H", "H", "H", "H", "H"],
  "xyz": [[1.251, 0.166, -0.483], [0.858, 0.649, 0.753], [0.301, -0.354, -1.348], [-0.473, 0.631, 1.130], [-1.024, -0.409, -0.970], [-1.431, 0.094, 0.271], [-2.845, 0.136, 0.532], [-3.450, 1.049, 1.191], [-5.419, 2.389, -1.283], [-4.715, 1.230, 0.768], [-2.956, 1.858, 1.979], [-3.911, 0.562, -1.641], [-3.086, 2.581, -0.627], [-4.216, 1.729, -0.851], [-4.010, -1.519, 0.107], [2.292, 0.200, -0.775], [1.597, 1.048, 1.434], [0.594, -0.710, -2.326], [-0.780, 1.028, 2.083], [-1.772, -0.784, -1.652]],
  "forces_ev_per_angstrom": [[0.067, 0.027, 0.033], [0.220, -0.009, -0.020], [0.067, -0.078, -0.002], [-0.140, -0.043, 0.051], [-0.068, 0.034, 0.014], [0.756, 0.090, 0.014], [0.738, -2.532, 0.645], [1.083, -0.197, 2.270], [-0.375, -0.010, 0.401], [-0.437, 0.774, -0.988], [0.020, 0.469, 0.421], [-0.092, -0.067, -0.358], [0.169, 0.283, 0.200], [-2.045, 2.660, -3.002], [-0.028, -1.465, 0.314], [0.071, 0.011, -0.009], [0.041, 0.062, 0.048], [0.010, -0.044, -0.061], [-0.042, 0.046, 0.033], [-0.016, -0.012, -0.003]],
  "charge": -1,
  "gap_ev": [7.47, 7.47],
  "e_above_lowest_ev": 0.8484,
  "homo_ev": [-4.826, -4.827]
}



{
  "formula": "C7H5IrNSSbSe4Te",
  "method": "wB97M-V/def2-TZVPD",
  "species": ["Ir", "Se", "Sb", "Se", "Se", "Se", "S", "C", "N", "C", "C", "C", "C", "C", "C", "H", "H", "H", "H", "H", "Te"],
  "xyz": [[-0.168, 2.289, 1.196], [-0.441, -0.631, 6.440], [-1.611, 0.129, 4.440], [-1.323, 3.759, 2.576], [0.177, 0.349, 2.598], [-3.336, -1.372, 3.596], [2.544, 0.741, -2.209], [1.888, 1.697, -0.928], [0.834, 1.227, -0.359], [0.442, 0.010, -0.938], [-0.662, -0.753, -0.559], [-0.896, -1.934, -1.230], [-0.054, -2.362, -2.267], [1.036, -1.611, -2.652], [1.275, -0.415, -1.973], [2.333, 2.633, -0.625], [-1.285, -0.413, 0.257], [-1.741, -2.545, -0.941], [-0.261, -3.297, -2.773], [1.689, -1.939, -3.451], [-0.440, 4.438, -0.199]],
  "forces_ev_per_angstrom": [[-0.180, 0.240, 0.002], [-0.029, 0.008, 0.010], [0.096, 0.037, 0.014], [0.087, -0.157, -0.012], [0.013, -0.077, 0.135], [-0.021, -0.021, -0.054], [0.081, -0.008, -0.070], [0.143, 0.055, -0.040], [-0.190, -0.230, 0.010], [0.079, 0.168, 0.127], [-0.047, 0.042, -0.005], [-0.007, -0.038, -0.039], [-0.038, 0.006, 0.034], [0.037, 0.081, 0.024], [-0.015, -0.050, -0.045], [-0.019, 0.008, -0.036], [-0.026, -0.035, -0.013], [-0.001, 0.006, 0.012], [-0.003, -0.006, 0.004], [0.006, 0.007, -0.007], [0.032, -0.039, -0.054]],
  "charge": -2,
  "spin_multiplicity": 5,
  "gap_ev": [4.59, 4.99],
  "e_above_lowest_ev": 0.0000,
  "homo_ev": [-0.789, -1.209]
}